# 1
Computed, not measured: a 2-piece molecular cluster, C3H10N3 overall, with the ωB97M-V functional and the def2-TZVPD basis.

Total charge: +1
Highest occupied orbital energy, eV: -13.14
ΔE to the lowest compared entry with this formula, charge and spin, kcal/mol: 70.0
E_LUMO, eV: -3.8040
Orbital gap, eV: 9.33

Geometry as XYZ:
```
16
Properties=species:S:1:pos:R:3:mulliken_charge:R:1
C 0.336 1.207 0.404 -0.215
N 0.882 2.267 -0.479 -0.297
H -0.590 -3.517 -0.928 0.288
H 1.682 -2.131 0.179 0.254
H -1.018 -0.594 1.675 0.270
H 1.697 1.970 -1.019 0.353
H 1.128 3.102 0.054 0.365
H -2.455 -0.384 0.809 0.278
C 0.120 -2.756 -0.626 -0.212
N -1.605 0.045 1.160 -0.434
N 1.098 -2.965 0.144 -0.479
C -0.951 0.863 0.293 -0.279
H -0.028 -1.779 -1.104 0.157
H -1.500 1.273 -0.547 0.222
H 1.050 0.866 1.132 0.385
H 0.157 2.532 -1.147 0.344
```


# 2
Computed, not measured: an isolated ion of composition C3H10N3 and charge +1, with the ωB97M-V functional and the def2-TZVPD basis.

Total charge: +1
SMILES string: CN(C)/[NH+]=C\N
Highest occupied orbital energy, eV: -13.39
ΔE to the lowest compared entry with this formula, charge and spin, kcal/mol: 72.8
E_LUMO, eV: -3.2718
Orbital gap, eV: 10.12

Geometry as XYZ:
```
16
Properties=species:S:1:pos:R:3:mulliken_charge:R:1
C 1.665 0.739 1.068 -0.801
H 2.646 0.294 0.785 0.299
C -1.663 -0.258 0.336 0.092
H 1.814 -0.308 -1.572 0.374
H 0.203 -0.155 -1.849 0.350
N 0.593 0.246 0.160 -0.075
N -0.478 -0.362 0.900 -0.148
H 0.621 -1.533 -1.094 0.471
H -3.004 0.347 -1.137 0.300
H -2.460 -0.509 1.039 0.349
H -0.438 -0.684 1.923 0.362
C 0.836 -0.520 -1.138 -1.098
H 1.611 1.791 0.961 0.290
H 1.458 0.511 2.089 0.341
N -2.015 0.153 -0.865 -0.172
H -1.388 0.249 -1.605 0.065
```


# 3
Computed, not measured: a 2-piece molecular cluster, C3H10N3 overall, with the ωB97M-V functional and the def2-TZVPD basis.

Total charge: +1
Highest occupied orbital energy, eV: -13.18
ΔE to the lowest compared entry with this formula, charge and spin, kcal/mol: 71.9
E_LUMO, eV: -3.8725
Orbital gap, eV: 9.31

Geometry as XYZ:
```
16
Properties=species:S:1:pos:R:3:mulliken_charge:R:1
H -3.043 -2.109 0.506 0.291
H 0.839 -1.700 1.572 0.293
H 1.631 2.782 -0.686 0.370
H -1.522 -1.272 -1.768 0.248
H 0.796 2.643 0.720 0.347
H -0.002 2.655 -0.735 0.359
C 0.970 0.857 -0.321 -0.206
H -1.651 -0.865 0.347 0.091
H 1.234 -1.689 -0.040 0.280
C 1.076 0.124 0.791 -0.314
N -2.157 -1.937 -1.332 -0.484
H 1.008 0.454 -1.319 0.356
C -2.290 -1.626 -0.110 -0.131
H 0.920 0.578 1.767 0.238
N 1.357 -1.214 0.855 -0.458
N 0.832 2.319 -0.248 -0.280
```


# 4
Computed, not measured: C3H10N3O as an isolated structure, with the ωB97M-V functional and the def2-TZVPD basis.

Total charge: -1
Highest occupied orbital energy (spin up / spin down), eV: -2.40 / -2.40
ΔE to the lowest compared entry with this formula, charge and spin, kcal/mol: 102.6
E_LUMO (spin up / spin down), eV: 4.0585 / 4.0585
Orbital gap (spin up / spin down), eV: 6.46 / 6.46

Geometry as XYZ:
```
17
Properties=species:S:1:pos:R:3:mulliken_charge:R:1
N 0.143 0.619 -0.311 0.331
C -2.413 -1.707 -0.147 -0.591
H -0.757 1.482 1.334 0.347
H 2.274 -0.602 1.146 0.233
H 0.842 0.016 -1.828 0.407
H -1.645 -2.303 -0.640 0.309
C 0.225 1.478 0.857 -0.751
H -2.970 -2.231 0.644 0.213
H -3.226 -1.350 -0.921 0.155
H 0.994 1.055 1.533 0.249
N -0.602 -0.448 -0.404 0.093
O 3.036 -0.395 0.584 -1.021
C 1.247 0.706 -1.133 -1.030
H 2.213 0.166 -0.373 0.378
N -1.569 -0.644 0.434 -0.786
H 0.736 2.390 0.547 0.231
H 1.474 1.768 -1.322 0.234
```


# 5
Computed, not measured: C3H10N3O as an isolated structure, with the ωB97M-V functional and the def2-TZVPD basis.

Total charge: +1
Highest occupied orbital energy, eV: -13.53
ΔE to the lowest compared entry with this formula, charge and spin, kcal/mol: 74.7
E_LUMO, eV: -3.1595
Orbital gap, eV: 10.37

Geometry as XYZ:
```
17
Properties=species:S:1:pos:R:3:mulliken_charge:R:1
H 1.374 1.895 -0.353 0.207
N 1.843 0.996 -0.113 -0.317
H 2.880 1.034 -0.202 0.254
N 1.645 -1.255 0.147 -0.366
H 2.664 -1.354 0.439 0.256
H 1.128 -2.054 -0.083 0.169
H -2.163 1.188 -0.166 0.464
N -1.197 -1.333 -0.008 -0.661
C -0.266 0.174 -0.575 1.016
H -0.826 -2.123 0.371 0.233
H -0.957 1.591 1.049 0.404
H -1.532 -1.538 -0.908 0.321
C -1.112 1.350 -0.005 -1.693
C 1.124 -0.049 0.047 0.498
H -0.923 2.315 -0.520 0.420
O 0.040 0.106 -1.706 -0.528
H -2.143 -1.117 0.455 0.323
```


# 6
Computed, not measured: a 2-piece molecular cluster, C3H10N3O overall, with the ωB97M-V functional and the def2-TZVPD basis.

Total charge: +1
Highest occupied orbital energy, eV: -14.24
ΔE to the lowest compared entry with this formula, charge and spin, kcal/mol: 107.5
E_LUMO, eV: -4.1076
Orbital gap, eV: 10.13

Geometry as XYZ:
```
17
Properties=species:S:1:pos:R:3:mulliken_charge:R:1
C -1.698 -0.549 0.702 0.351
H -0.142 -1.895 0.344 0.313
H -2.507 -0.413 1.429 0.404
O 1.392 -0.475 -0.719 -0.563
H -0.114 0.147 -0.287 0.240
N 2.260 0.513 -0.576 0.179
N 3.337 0.293 -1.167 -0.263
H -1.135 2.327 -0.392 0.315
C -1.121 1.774 0.554 -0.814
H 4.090 1.003 -1.010 0.305
H -1.658 -2.735 0.812 0.372
C -1.233 -1.892 0.341 -1.156
H -1.532 -2.187 -0.662 0.338
H -0.260 2.121 1.154 0.320
H -2.142 2.009 1.143 0.313
H 3.447 -0.489 -1.865 0.278
N -0.983 0.447 0.200 0.068
```


# 7
Computed, not measured: a 2-piece molecular cluster, C3H10N3O overall, with the ωB97M-V functional and the def2-TZVPD basis.

Total charge: +1
Highest occupied orbital energy (spin up / spin down), eV: -12.36 / -12.65
ΔE to the lowest compared entry with this formula, charge and spin, kcal/mol: 169.6
E_LUMO (spin up / spin down), eV: -4.3936 / -3.3977
Orbital gap (spin up / spin down), eV: 7.97 / 9.25

Geometry as XYZ:
```
17
Properties=species:S:1:pos:R:3:mulliken_charge:R:1
C -0.140 -0.655 -0.367 0.290
H -0.370 -2.300 0.937 0.228
H 2.516 -0.943 -0.227 0.362
H 2.990 0.468 0.554 0.302
H -3.152 0.109 -0.949 0.297
N 0.698 1.753 -0.286 -0.522
H 0.186 2.356 -0.861 0.257
H 1.964 -0.614 1.228 0.394
C 0.871 0.373 -0.331 0.317
O 0.656 -0.259 -1.513 -0.459
C -2.659 0.205 0.037 -0.801
H 0.417 2.158 0.574 0.220
N 0.197 -1.868 0.183 -0.540
H -2.638 -0.576 0.727 0.371
H 0.491 -2.653 -0.434 0.274
N 2.259 -0.130 0.298 -0.308
H -2.484 1.174 0.376 0.318
```


# 8
Computed, not measured: a 2-piece molecular cluster, C3H10N3O3 overall, with the ωB97M-V functional and the def2-TZVPD basis.

Total charge: +1
Highest occupied orbital energy (spin up / spin down), eV: -14.80 / -14.80
ΔE to the lowest compared entry with this formula, charge and spin, kcal/mol: 173.6
E_LUMO (spin up / spin down), eV: -6.6144 / -6.6148
Orbital gap (spin up / spin down), eV: 8.19 / 8.19

Geometry as XYZ:
```
19
Properties=species:S:1:pos:R:3:mulliken_charge:R:1
H -2.360 1.699 -1.552 0.341
O -2.375 -0.365 1.215 -0.338
O -2.593 1.028 -0.957 -0.429
O 0.272 1.978 -0.271 -0.525
N -1.605 0.089 -0.871 0.038
H 0.333 2.911 -0.664 0.321
H -2.880 0.420 1.045 0.357
N 0.575 -0.585 0.893 0.001
N -1.487 -0.493 0.204 0.158
H 0.911 -1.792 2.393 0.360
H 1.981 1.342 -1.542 0.430
C 1.026 1.027 -1.082 -0.780
C 0.857 -1.860 1.317 -0.752
C 1.322 -0.184 -0.161 -0.299
H 1.761 -1.024 -0.687 0.398
H 2.246 -0.047 0.542 0.495
H 1.660 -2.314 0.842 0.416
H -0.040 -2.463 1.158 0.349
H 0.397 0.632 -1.821 0.458
```


# 9
Computed, not measured: an isolated ion of composition C3H10N3OS and charge +1, with the ωB97M-V functional and the def2-TZVPD basis.

Total charge: +1
SMILES string: C/C(=N/N)S[C@H]([NH3+])O
Highest occupied orbital energy, eV: -12.97
ΔE to the lowest compared entry with this formula, charge and spin, kcal/mol: 80.3
E_LUMO, eV: -3.5873
Orbital gap, eV: 9.38

Geometry as XYZ:
```
18
Properties=species:S:1:pos:R:3:mulliken_charge:R:1
H -1.186 -0.852 -1.890 0.405
H -2.336 1.148 2.060 0.374
C -0.231 -0.616 -1.474 -0.139
C -1.812 0.870 1.215 -0.796
C -0.459 0.488 1.411 0.157
H 0.955 -1.318 -3.093 0.379
N 0.645 -1.707 -2.125 -0.379
H 2.018 1.418 2.961 0.272
S 0.022 -1.086 0.294 -0.148
H -1.828 1.762 0.604 0.310
H -2.344 0.065 0.520 0.228
H 0.421 1.122 -0.895 0.469
N 0.398 1.116 2.023 -0.089
O 0.140 0.660 -1.791 -0.470
N 1.737 1.030 2.068 -0.528
H 2.245 0.133 1.862 0.257
H 1.524 -1.720 -1.600 0.361
H 0.092 -2.513 -2.150 0.338
```


# 10
Computed, not measured: an isolated ion of composition C3H10N3S2 and charge +1, with the ωB97M-V functional and the def2-TZVPD basis.

Total charge: +1
SMILES string: NC(N)=[NH+][C@H](S)CS
Highest occupied orbital energy, eV: -12.65
ΔE to the lowest compared entry with this formula, charge and spin, kcal/mol: 18.2
E_LUMO, eV: -3.0254
Orbital gap, eV: 9.62

Geometry as XYZ:
```
18
Properties=species:S:1:pos:R:3:mulliken_charge:R:1
S -0.040 1.935 -0.936 -0.128
H -1.334 2.300 -1.052 0.166
C 0.392 1.378 1.577 -0.737
N 0.319 -0.575 0.074 -0.069
H 1.125 -3.064 -0.356 0.210
H 2.583 2.320 2.259 0.177
H 1.197 -0.641 0.528 0.141
H -1.240 0.479 0.513 0.469
C -0.255 0.784 0.362 -0.427
H -1.748 -2.040 -1.967 0.256
N -1.243 -1.263 -1.467 -0.365
S 2.212 1.256 1.533 -0.244
H -1.621 -0.391 -1.807 0.216
H 0.140 2.423 1.924 0.421
N 0.344 -2.704 -0.791 -0.394
C -0.139 -1.475 -0.812 0.730
H 0.135 -3.399 -1.544 0.244
H 0.027 0.676 2.395 0.334
```


# 11
Computed, not measured: C3H10N4 in the gas phase, with the ωB97M-V functional and the def2-TZVPD basis.

Highest occupied orbital energy (spin up / spin down), eV: -7.10 / -7.10
ΔE to the lowest compared entry with this formula, charge and spin, kcal/mol: 85.5
E_LUMO (spin up / spin down), eV: 0.7349 / 0.7349
Orbital gap (spin up / spin down), eV: 7.83 / 7.83

Geometry as XYZ:
```
17
Properties=species:S:1:pos:R:3:mulliken_charge:R:1
N 0.742 1.288 0.314 -0.263
N -1.759 1.154 -0.329 -0.753
H 1.203 1.875 0.998 0.303
H 0.527 -2.353 -0.267 0.170
H 1.949 1.550 -1.386 0.329
C 1.628 0.754 -0.712 -0.737
C -0.441 -2.182 0.217 -0.888
N 0.016 0.042 1.231 -0.461
H 2.493 0.276 -0.254 0.308
N -1.705 -0.160 -0.377 -0.261
H -2.525 1.446 -0.929 0.178
H -1.210 -2.652 -0.398 0.336
H -0.408 -2.693 1.183 0.272
H 1.067 0.016 -1.286 0.266
H -0.194 1.667 -0.069 0.426
C -0.761 -0.724 0.366 0.391
H -0.623 0.695 1.697 0.382
```


# 12
Computed, not measured: a 2-piece molecular cluster, C3H10N4 overall, with the ωB97M-V functional and the def2-TZVPD basis.

Highest occupied orbital energy (spin up / spin down), eV: -6.92 / -6.92
ΔE to the lowest compared entry with this formula, charge and spin, kcal/mol: 126.0
E_LUMO (spin up / spin down), eV: 1.0734 / 1.0734
Orbital gap (spin up / spin down), eV: 7.99 / 7.99

Geometry as XYZ:
```
17
Properties=species:S:1:pos:R:3:mulliken_charge:R:1
H 0.710 -1.097 1.972 0.334
H -2.001 -1.660 -1.060 0.328
H 1.899 0.099 0.926 0.319
N -0.207 0.203 0.773 -0.482
C -1.851 -0.562 -0.608 -0.916
N 0.460 2.632 0.647 -0.423
N -0.061 1.879 -0.173 0.020
C 0.974 -0.072 1.532 -0.853
H 0.776 -2.177 -1.094 0.319
N -0.424 -0.592 -0.248 0.494
H 0.564 3.566 0.333 0.215
H 1.004 0.571 2.336 0.328
H 0.370 -1.052 -2.282 0.303
H -1.996 0.388 -1.226 0.275
H -2.345 -0.401 0.319 0.293
C 0.552 -1.080 -1.150 -0.840
H 1.575 -0.645 -0.997 0.285
```


Respective calculated total energy values: -284.2645; -284.2600; -284.2614; -359.6791; -359.5208; -359.4686; -359.3696; -509.7620; -757.6582; -1080.7022; -339.1916; -339.1272 a.u..
Respective maximum force values: 0.86; 3.55; 1.17; 3.77; 5.90; 5.21; 4.88; 3.89; 5.40; 4.07; 0.83; 3.49 eV Å⁻¹.